[1]
# C17H22N2O4

An isolated molecule of C17H22N2O4 (ωB97M-V/def2-TZVPD, the Open Molecules 2025 dataset).

For the energy above the lowest of the compared OMol25 structures with the same formula, charge and spin, the calculation gives 157.5 kJ/mol. The HOMO energy is -8.491 eV. Its orbital gap is 9.1 eV. Its SMILES is C=CCCC(=O)Nc1ccc(COC(=O)N2CCOCC2)cc1.

```
! wB97M-V def2-TZVPD RIJCOSX def2/J DEFGRID3
* xyz 0 1
C -8.079 -0.860 -0.403
C -6.814 -1.213 -0.526
C -5.655 -0.286 -0.338
H -6.012 0.725 -0.141
C -4.776 -0.747 0.837
C -3.599 0.200 1.010
O -3.579 1.076 1.842
N -2.604 -0.038 0.105
C -1.397 0.642 -0.081
C -0.999 1.713 0.713
C 0.211 2.336 0.474
C 1.039 1.919 -0.558
C 0.640 0.846 -1.347
C -0.562 0.212 -1.112
H -0.861 -0.624 -1.732
H 1.283 0.505 -2.145
C 2.372 2.571 -0.812
H 2.402 3.039 -1.800
H 2.585 3.316 -0.039
O 3.419 1.601 -0.841
C 3.789 1.128 0.374
O 3.366 1.557 1.421
N 4.733 0.160 0.275
C 5.055 -0.529 -0.956
H 4.718 0.059 -1.806
C 4.383 -1.909 -0.942
H 4.687 -2.498 -1.809
O 4.770 -2.650 0.192
C 4.431 -1.979 1.387
H 4.775 -2.617 2.202
C 5.092 -0.598 1.457
H 4.751 -0.050 2.335
H 6.181 -0.707 1.481
H 3.339 -1.858 1.453
H 3.290 -1.778 -0.951
H 6.142 -0.655 -1.002
H 0.520 3.154 1.107
H -1.635 2.044 1.516
H -2.751 -0.803 -0.539
H -5.365 -0.727 1.753
H -4.425 -1.767 0.666
H -5.057 -0.265 -1.255
H -6.554 -2.237 -0.765
H -8.885 -1.560 -0.541
H -8.362 0.152 -0.161
*
```



[2]
# C13H16Cl4N3OP

A cluster of 2 separate species, C13H16Cl4N3OP in total in a non-equilibrium geometry (ωB97M-V/def2-TZVPD, the Open Molecules 2025 dataset).

The HOMO energy is -8.437 eV. Its orbital gap is 6.9 eV. Its SMILES is CCCCNc1cnc2ccc([PH2]=O)cc2n1.ClC(Cl)(Cl)Cl.

```
! wB97M-V def2-TZVPD RIJCOSX def2/J DEFGRID3
* xyz 0 1
C -2.173 -4.646 -2.857
C -1.560 -5.485 -1.589
C -0.470 -4.630 -0.682
C -1.023 -4.368 0.875
N -1.617 -3.001 1.067
C -0.556 -1.900 1.221
C 1.000 -2.125 1.649
N 2.067 -1.085 1.860
C 1.432 0.254 1.616
C 2.429 1.577 1.850
C 1.886 3.145 1.646
C 0.335 3.452 1.163
P -0.431 5.186 0.905
O -1.291 5.696 2.171
C -0.627 2.139 0.926
C -0.090 0.575 1.154
N -1.094 -0.513 0.950
H -3.357 -4.567 -2.747
H -1.708 -3.553 -2.941
H -2.006 -5.254 -3.869
H -2.460 -5.915 -0.978
H -0.980 -6.416 -2.044
H 0.505 -5.287 -0.579
H -0.251 -3.565 -1.129
H -0.252 -4.710 1.694
H -1.934 -5.134 0.983
H -2.131 -2.722 0.176
H 1.351 -3.253 1.822
H 3.551 1.485 2.210
H 2.579 4.069 1.838
H 0.512 6.221 0.562
H -1.412 5.084 -0.183
H -1.743 2.328 0.583
C 2.303 7.384 -1.865
Cl 1.823 8.235 -3.355
Cl 4.080 7.268 -1.794
Cl 1.710 8.287 -0.448
Cl 1.601 5.747 -1.863
*
```



[3]
# C3H11N4

A cluster of 2 separate species, C3H11N4 in total in a non-equilibrium geometry (ωB97M-V/def2-TZVPD, the Open Molecules 2025 dataset).

For the energy above the lowest of the compared OMol25 structures with the same formula, charge and spin, the calculation gives 152.4 kJ/mol. The HOMO energy is -13.682 eV. Its orbital gap is 9.5 eV.

```
! wB97M-V def2-TZVPD RIJCOSX def2/J DEFGRID3
* xyz 1 1
C 0.167 -0.801 1.081
C 0.865 -0.502 2.372
C 0.342 -0.339 -1.272
N -1.011 -1.268 1.056
N 0.843 -0.234 -2.453
N -1.422 1.884 -0.879
N 0.868 -0.412 -0.041
H 0.103 0.037 2.962
H 1.153 -1.352 2.960
H 1.653 0.222 2.078
H -0.729 -0.522 -1.211
H -1.581 -1.428 1.894
H -1.479 0.878 -0.735
H 1.879 0.034 -2.668
H 0.181 -0.433 -3.144
H -2.146 2.279 -0.252
H -1.504 2.092 -1.870
H 1.820 -0.135 0.123
*
```



[4]
# C15H24F9O3S

A cluster of 2 separate species, C15H24F9O3S in total in a non-equilibrium geometry (ωB97M-V/def2-TZVPD, the Open Molecules 2025 dataset).

The HOMO energy is -2.739 eV. Its orbital gap is 4.8 eV.

```
! wB97M-V def2-TZVPD RIJCOSX def2/J DEFGRID3
* xyz -1 1
C -0.643 0.483 3.083
C -1.713 0.975 2.859
C -3.113 1.337 2.532
O -3.801 0.232 1.992
C -4.138 0.362 0.630
C -2.943 0.549 -0.322
O -1.905 -0.328 -0.028
C -1.447 -1.115 -1.126
C 0.046 -1.360 -1.010
C 0.862 -0.054 -0.872
C 1.726 0.238 -2.107
C 2.119 1.701 -2.290
C 3.075 2.232 -1.183
F 2.354 2.815 -0.213
F 3.790 1.218 -0.666
C 4.053 3.263 -1.798
F 4.885 2.677 -2.642
F 3.313 4.133 -2.511
S 5.023 4.323 -0.569
F 6.389 3.544 -0.894
F 5.377 5.358 -1.738
F 3.722 5.131 -0.209
F 4.768 3.304 0.614
F 5.825 5.246 0.436
H 0.248 -0.065 3.270
H -3.129 2.207 1.874
H -3.606 1.608 3.469
H -4.852 1.183 0.461
H -4.652 -0.556 0.343
H -2.590 1.589 -0.216
H -3.333 0.441 -1.339
H -1.654 -0.632 -2.095
H -1.917 -2.102 -1.082
H 0.199 -2.059 -0.187
H 0.367 -1.897 -1.909
H 1.527 -0.172 -0.014
H 0.187 0.779 -0.656
H 2.588 -0.428 -2.129
H 1.131 -0.029 -2.989
H 1.251 2.358 -2.270
H 2.594 1.809 -3.267
C -1.123 -4.716 2.441
C -1.882 -4.021 1.289
C -3.089 -4.909 0.911
O -1.067 -3.838 0.219
H -0.737 -5.687 2.116
H -0.278 -4.102 2.764
H -1.769 -4.884 3.319
H -2.323 -3.095 1.739
H -2.750 -5.884 0.550
H -3.676 -4.435 0.120
H -3.761 -5.079 1.769
*
```



[5]
# C5H15NO2

A cluster of 3 separate species, C5H15NO2 in total in a non-equilibrium geometry (ωB97M-V/def2-TZVPD, the Open Molecules 2025 dataset).

For the energy above the lowest of the compared OMol25 structures with the same formula, charge and spin, the calculation gives 142.0 kJ/mol. The HOMO energy is -7.779 eV. Its orbital gap is 8.4 eV. Its SMILES is C/C=C/NCC.O.O.

```
! wB97M-V def2-TZVPD RIJCOSX def2/J DEFGRID3
* xyz 0 1
C 1.630 1.864 0.797
C 1.930 0.544 0.114
C 0.916 -0.230 -0.259
N 0.912 -1.424 -0.985
C -0.350 -1.738 -1.631
C -0.844 -0.726 -2.678
H 0.616 1.843 1.165
H 2.241 2.056 1.679
H 1.653 2.645 0.036
H 2.989 0.385 -0.055
H -0.076 0.123 0.013
H 1.725 -1.477 -1.582
H -1.110 -1.761 -0.842
H -0.370 -2.785 -1.941
H -0.100 0.030 -2.922
H -1.741 -0.218 -2.328
H -1.200 -1.215 -3.591
H -1.903 0.446 2.034
H -2.519 1.900 1.665
O -2.111 1.096 1.335
H -0.687 -0.083 3.998
H -0.443 -0.710 2.670
O -1.160 -0.562 3.307
*
```



[6]
# C6H13N3

An isolated molecule of C6H13N3 in a non-equilibrium geometry (ωB97M-V/def2-TZVPD, the Open Molecules 2025 dataset).

For the energy above the lowest of the compared OMol25 structures with the same formula, charge and spin, the calculation gives 67.2 kJ/mol. The HOMO energy is -8.380 eV. Its orbital gap is 9.1 eV. Its SMILES is C[C@@]1(CN)CN=CNC1.

```
! wB97M-V def2-TZVPD RIJCOSX def2/J DEFGRID3
* xyz 0 1
C 0.963 -1.089 0.516
C -0.140 -0.184 -0.076
C -1.426 -0.989 -0.153
C 0.282 0.473 -1.409
C 1.628 1.948 -0.009
C -0.323 0.990 0.835
H 0.784 -1.151 1.593
H 2.017 -0.769 0.369
H 0.914 -2.096 0.073
H -2.257 -0.373 -0.582
H -1.252 -1.761 -0.944
H -2.793 -1.563 1.223
H -1.384 -2.466 1.302
H 0.572 -0.274 -2.146
H -0.587 0.999 -1.804
H 1.843 1.731 -2.084
H 2.504 2.614 0.001
H -1.117 1.667 0.543
H -0.689 0.662 1.819
N -1.784 -1.550 1.137
N 1.319 1.430 -1.235
N 0.929 1.751 1.031
*
```



[7]
# C42H50As2F5FeN4O8Si

A structure of composition C42H50As2F5FeN4O8Si in a non-equilibrium geometry (ωB97M-V/def2-TZVPD, the Open Molecules 2025 dataset).

For the energy above the lowest of the compared OMol25 structures with the same formula, charge and spin, the calculation gives 70.5 kJ/mol. The HOMO energy (spin up / spin down) is -7.579 / -7.704 eV. Its orbital gap (spin up / spin down) is 5.7 / 5.5 eV.

```
! wB97M-V def2-TZVPD RIJCOSX def2/J DEFGRID3
* xyz 0 6
Fe -0.183 1.686 -0.100
C 0.796 0.703 5.196
C 0.637 0.650 3.670
N -0.612 1.171 3.138
C -1.799 0.508 3.653
C -1.759 -1.002 3.458
C -0.760 2.612 3.206
C 0.351 3.370 2.464
N 0.807 2.584 1.349
C 2.066 2.717 0.896
C 2.685 1.547 0.378
F 2.003 0.387 0.608
C 3.913 1.553 -0.243
F 4.450 0.418 -0.704
C 4.627 2.741 -0.364
C 4.095 3.886 0.210
F 4.789 5.034 0.131
C 2.867 3.886 0.851
F 2.411 5.036 1.400
H 1.791 0.362 5.473
H 0.066 0.074 5.697
H 0.669 1.720 5.559
H 0.722 -0.382 3.319
H 1.452 1.210 3.213
H -2.657 0.918 3.113
H -1.956 0.737 4.720
H -1.373 -1.232 2.465
H -2.761 -1.412 3.558
H -1.118 -1.476 4.197
H -0.805 2.986 4.245
H -1.712 2.843 2.728
H 1.193 3.560 3.142
H -0.046 4.348 2.158
H 5.582 2.769 -0.860
C -0.436 4.958 -0.809
Si -2.179 4.346 -0.376
C -3.202 4.746 -1.949
C -2.950 5.331 1.082
N -2.057 2.659 0.008
C -3.121 1.854 0.194
C -4.476 2.258 0.173
C -5.510 1.361 0.334
C -5.268 0.008 0.531
C -3.952 -0.432 0.588
C -2.939 0.479 0.428
F -1.625 0.023 0.484
H -0.393 6.039 -0.751
H -0.193 4.676 -1.826
H 0.330 4.560 -0.158
H -3.143 5.807 -2.176
H -4.252 4.491 -1.849
H -2.813 4.203 -2.805
H -2.631 6.368 1.059
H -2.674 4.919 2.048
H -4.035 5.331 1.033
H -4.689 3.302 0.021
H -6.528 1.721 0.305
H -6.082 -0.691 0.639
H -3.696 -1.466 0.750
C -3.629 -2.588 -2.105
O -2.347 -2.435 -1.528
C -1.302 -2.566 -2.403
O -1.474 -2.839 -3.582
C -0.040 -2.375 -1.790
C 1.152 -2.318 -2.547
As 1.898 -4.113 -2.741
C 0.303 -5.287 -2.685
C 2.301 -4.136 -0.810
C 1.883 -3.276 0.125
As 0.282 -2.130 0.104
C -0.844 -3.624 0.823
C 2.642 -3.183 1.385
O 3.829 -3.356 1.498
O 1.854 -2.825 2.416
C 2.532 -2.758 3.664
C 3.380 -5.120 -0.592
O 4.242 -5.311 -1.420
O 3.228 -5.834 0.523
C 4.224 -6.810 0.799
C 1.877 -1.083 -2.469
O 1.464 -0.181 -1.730
O 2.973 -0.803 -3.199
C 3.631 -1.773 -3.982
H -4.327 -2.780 -1.294
H -3.629 -3.420 -2.813
H -3.922 -1.678 -2.635
H -0.237 -5.188 -3.626
H -0.376 -5.066 -1.865
H 0.657 -6.316 -2.591
H -0.644 -4.558 0.299
H -1.897 -3.372 0.724
H -0.610 -3.755 1.879
H 1.830 -2.352 4.387
H 3.416 -2.122 3.574
H 2.853 -3.762 3.957
H 4.212 -6.970 1.875
H 5.203 -6.454 0.478
H 3.991 -7.741 0.277
H 4.381 -1.220 -4.548
H 2.941 -2.277 -4.674
H 4.132 -2.520 -3.347
N 0.194 0.853 -7.214
C 0.000 0.963 -6.088
C -0.221 1.137 -4.703
C 0.668 1.930 -3.969
C 0.460 2.091 -2.615
C -0.597 1.458 -1.971
C -1.496 0.708 -2.710
C -1.313 0.541 -4.073
H 1.520 2.379 -4.458
H 1.165 2.686 -2.037
H -2.337 0.238 -2.224
H -1.995 -0.069 -4.647
*
```



[8]
# C22H35N3

An isolated molecule of C22H35N3 (ωB97M-V/def2-TZVPD, the Open Molecules 2025 dataset).

For the energy above the lowest of the compared OMol25 structures with the same formula, charge and spin, the calculation gives 0.0 kJ/mol. The HOMO energy is -7.863 eV. Its orbital gap is 8.6 eV. Its SMILES is CC(C)C[C@H]1CN=C(Nc2ccccc2)N1CCCC1CCCCC1.

```
! wB97M-V def2-TZVPD RIJCOSX def2/J DEFGRID3
* xyz 0 1
C -0.732 -4.706 1.702
H -0.983 -5.643 1.208
H -0.936 -4.814 2.764
H 0.334 -4.527 1.575
C -1.543 -3.548 1.118
C -1.198 -2.253 1.846
H -1.834 -1.439 1.514
H -0.159 -1.981 1.672
H -1.343 -2.381 2.917
C -1.284 -3.479 -0.393
C -2.000 -2.391 -1.209
N -1.454 -1.059 -0.990
C -2.508 -0.218 -0.673
N -3.656 -0.776 -0.571
C -3.502 -2.177 -0.894
H -4.141 -2.422 -1.748
H -3.839 -2.776 -0.046
N -2.229 1.097 -0.453
C -3.103 2.124 -0.128
C -4.473 1.926 0.015
C -5.290 2.994 0.332
C -4.764 4.263 0.513
C -3.401 4.461 0.373
C -2.573 3.402 0.054
H -1.508 3.561 -0.055
H -2.978 5.445 0.512
H -5.410 5.092 0.762
H -6.353 2.833 0.441
H -4.865 0.932 -0.126
H -1.257 1.357 -0.515
C -0.244 -0.629 -1.640
C 0.911 -0.386 -0.657
C 2.106 0.254 -1.358
H 1.805 1.211 -1.793
C 3.309 0.481 -0.435
C 3.046 1.586 0.589
C 4.262 1.803 1.487
C 5.489 2.156 0.654
C 5.764 1.058 -0.367
C 4.546 0.843 -1.261
H 4.345 1.758 -1.824
H 4.755 0.048 -1.981
H 6.629 1.323 -0.979
H 5.997 0.128 0.156
H 6.357 2.287 1.305
H 5.315 3.101 0.133
H 4.053 2.601 2.202
H 4.459 0.890 2.053
H 2.186 1.330 1.210
H 2.817 2.516 0.062
H 3.515 -0.452 0.103
H 2.413 -0.396 -2.182
H 0.561 0.252 0.156
H 1.214 -1.337 -0.217
H -0.432 0.292 -2.210
H 0.054 -1.398 -2.360
H -1.871 -2.658 -2.271
H -0.210 -3.355 -0.556
H -1.569 -4.441 -0.825
H -2.602 -3.765 1.287
*
```



The records above yield DFT total energy values of -29156.49968, -79622.93442, -9242.66345, -57374.77196, -11012.47478, -10902.71516, -244229.62813, -27853.45354 eV, respectively.